Formula: H4OS2
Source: the OMol25 dataset
Level of theory: ωB97M-V with the def2-TZVPD basis set

Each line ends with the Löwdin spin population.
Cartesian coordinates (Å):
S: -1.4301 1.6926 -0.3066  0.466
H: 3.4361 -3.1538 1.8797  0.001
H: -0.3115 2.4127 -0.4079  0.027
S: -0.3589 -0.2731 -0.7003  0.450
H: 2.2736 -2.5582 1.0722  0.012
H: 0.7822 0.2547 -1.1488  0.032
O: 2.8367 -2.4042 1.8416  0.013

Forces on the atoms, in the same order (eV/Å):
-1.33 2.38 0.37
-0.03 -0.05 -0.08
0.05 0.01 0.08
1.31 -2.54 -0.36
-0.07 0.18 0.03
0.02 0.07 -0.09
0.06 -0.06 0.05

* ΔE to the lowest compared entry with this formula, charge and spin: 10.1 kcal/mol
* Kohn-Sham gap (spin up / spin down): 3.88 / 6.27 eV
* strongest force on any atom: 2.88 eV Å⁻¹
* ⟨S²⟩: 0.75
* net charge: -1
* 2S+1: 2